{"formula": "H2OP2", "method": "wB97M-V/def2-TZVPD", "orbital_gap_ev": [7.19, 7.05], "energy_ev": -20654.4857, "e_lumo_ev": [-2.1, -2.2], "fmax_ha_per_bohr": 0.0486, "relative_energy_kj_mol": 175.9, "charge": 0, "spin_multiplicity": 1, "species": ["O", "P", "P", "H", "H"], "xyz": [[1.35386, 0.23160, -0.80131], [-1.19230, 1.46431, -0.27948], [0.18666, -0.11675, -0.00349], [-0.66762, -1.11365, -0.34645], [0.31940, -0.46550, 1.43073]]}